{
  "formula": "C26H35Cl4O8P2Re",
  "method": "ωB97M-V/def2-TZVPD",
  "elements": ["Re", "Cl", "Cl", "Cl", "Cl", "P", "P", "O", "O", "O", "O", "O", "O", "O", "O", "C", "C", "C", "C", "C", "C", "C", "C", "C", "C", "C", "C", "C", "C", "C", "C", "C", "C", "C", "C", "C", "C", "C", "C", "C", "C", "H", "H", "H", "H", "H", "H", "H", "H", "H", "H", "H", "H", "H", "H", "H", "H", "H", "H", "H", "H", "H", "H", "H", "H", "H", "H", "H", "H", "H", "H", "H", "H", "H", "H", "H"],
  "positions_angstrom": [[0.629372, -0.917900, 1.682027], [-3.653520, -4.318398, 5.175185], [-2.572787, -6.373586, 3.120967], [-0.192494, -5.571353, 1.191626], [-2.384495, -1.417262, 5.308894], [0.655925, -0.051056, -1.553937], [-0.952600, 1.620739, 0.289797], [-2.214014, 1.011995, -0.361091], [0.481466, -0.998091, -0.369624], [0.832422, -2.828110, 1.762477], [-0.081662, -1.126697, 3.443807], [-0.450612, 0.791802, 1.465146], [-1.185510, 3.052913, 0.773358], [-0.402204, -0.454775, -2.602944], [2.057507, 0.014157, -2.178622], [3.824881, -1.272413, -1.085566], [-3.497982, 3.857143, 0.533684], [4.843042, 2.129350, 2.920960], [-3.886658, -0.592168, -0.961113], [2.460674, -2.297660, -2.957108], [0.331194, 1.609808, -0.962679], [-2.049849, 4.171906, 0.264915], [-1.880799, -4.821173, 3.189873], [5.800982, -0.093196, 2.779046], [-1.843465, 0.904522, -4.003262], [3.472143, 0.250581, 2.340767], [-0.504394, 0.212832, -3.944883], [-0.848403, -4.495787, 2.340355], [-0.291637, -3.214105, 2.430116], [-1.840346, -2.610030, 4.219798], [4.566426, -0.613956, 2.441595], [-1.723896, 4.454535, -1.179263], [-0.322046, -0.860816, -4.983112], [-2.379992, -3.872755, 4.138686], [-0.793369, -2.283248, 3.349140], [-3.746457, 0.268351, 1.415821], [3.093552, -1.056629, -2.381924], [2.186312, -0.285105, 2.023640], [-3.002410, -0.145873, 0.171485], [5.933926, 1.271109, 3.013244], [3.601201, 1.621546, 2.588939], [2.017360, -2.114370, -3.934527], [-4.513077, -1.416491, -0.619397], [0.310454, 0.938554, -4.008613], [3.747864, -0.582408, -3.108368], [0.074576, 2.276760, -1.788076], [4.439400, -1.674343, 2.263618], [1.701109, -2.712421, -2.289464], [4.148988, -0.326718, -0.651728], [-3.648461, 3.545819, 1.566831], [-1.865949, 1.566930, -4.869293], [6.657205, -0.747149, 2.868628], [1.243662, 1.976910, -0.482062], [-4.517312, 1.001324, 1.176154], [-3.087629, 0.684121, 2.179707], [-2.251040, 5.357610, -1.487415], [4.713249, -1.873387, -1.284760], [-1.010729, -1.684567, -4.794000], [-2.064760, 3.643886, -1.830387], [-4.080191, 4.764864, 0.370983], [-4.537554, 0.224707, -1.275850], [-0.545715, -0.445657, -5.966411], [6.903516, 1.670705, 3.280600], [-2.650188, 0.178242, -4.109593], [-2.266289, -0.924480, 0.392286], [0.696748, -1.244265, -5.002548], [-2.034919, 1.495769, -3.107657], [3.238503, -3.052538, -3.077600], [-3.299491, -0.932997, -1.812452], [-1.723044, 4.993810, 0.895467], [-4.236171, -0.609807, 1.838854], [4.963442, 3.185388, 3.118502], [3.205710, -1.816346, -0.368657], [-0.657684, 4.628049, -1.327638], [-3.874618, 3.085791, -0.139159], [2.733615, 2.267577, 2.533808]],
  "forces_ev_per_angstrom": [[-0.507, -0.458, 0.343], [-0.028, 0.008, 0.027], [-0.006, -0.042, -0.018], [-0.022, -0.116, -0.014], [-0.049, -0.002, 0.075], [-0.122, -0.092, -0.057], [0.053, 0.037, 0.117], [-0.225, -0.180, -0.077], [0.218, 0.010, 0.051], [-0.237, 0.053, 0.245], [-0.084, -0.307, -0.072], [-0.022, 0.033, -0.089], [0.013, 0.123, 0.082], [-0.152, -0.012, -0.122], [0.245, 0.061, 0.171], [0.017, -0.051, 0.129], [-0.079, -0.022, -0.017], [-0.029, -0.073, -0.017], [-0.055, 0.021, -0.049], [0.002, -0.099, -0.012], [0.146, 0.136, -0.051], [0.047, -0.039, 0.047], [-0.198, 0.064, 0.207], [-0.046, 0.010, -0.006], [-0.094, -0.039, -0.028], [-0.381, -0.136, -0.018], [0.082, -0.036, 0.131], [0.144, 0.091, -0.208], [0.530, 0.048, -0.389], [-0.062, 0.166, -0.137], [0.111, -0.060, -0.021], [-0.027, -0.039, -0.093], [-0.045, -0.037, -0.133], [-0.003, -0.249, -0.139], [0.409, 0.682, 0.267], [-0.067, 0.058, 0.023], [-0.091, 0.053, -0.116], [0.183, 0.037, -0.219], [0.101, 0.028, -0.026], [0.096, 0.044, 0.026], [0.042, 0.109, -0.006], [0.099, -0.045, 0.130], [0.005, 0.003, -0.014], [0.010, 0.011, 0.076], [-0.010, 0.032, -0.035], [0.026, 0.001, -0.002], [-0.004, 0.018, 0.009], [0.034, 0.017, 0.015], [0.004, 0.001, -0.005], [0.020, 0.023, -0.004], [-0.016, -0.024, 0.006], [0.004, 0.010, -0.001], [-0.018, 0.097, -0.067], [0.006, -0.017, 0.009], [0.032, -0.033, -0.018], [0.002, -0.006, 0.001], [-0.016, 0.002, 0.015], [-0.005, 0.008, -0.021], [0.004, 0.003, 0.025], [-0.009, -0.017, -0.012], [-0.011, -0.028, 0.008], [0.014, -0.012, -0.001], [-0.011, 0.002, -0.002], [0.016, -0.001, 0.019], [0.032, 0.019, 0.015], [-0.135, 0.077, -0.035], [0.041, 0.037, 0.004], [-0.014, -0.001, -0.024], [0.013, 0.016, 0.012], [0.075, -0.022, 0.042], [-0.016, 0.005, 0.000], [0.000, -0.005, 0.003], [0.001, 0.015, 0.003], [-0.010, 0.021, 0.025], [0.017, 0.023, 0.009], [0.015, -0.014, 0.006]],
  "lowdin_charge": [1.741, 0.772, 0.773, 0.792, 0.795, 0.486, 0.476, -0.172, -0.377, -0.185, -0.171, -0.367, -0.132, -0.156, -0.147, -0.036, -0.032, -0.043, -0.017, -0.023, -0.177, -0.351, -0.675, -0.039, -0.025, -0.288, -0.384, -0.628, -0.327, -0.630, -0.027, -0.036, -0.019, -0.677, -0.328, -0.025, -0.349, -0.123, -0.385, -0.030, -0.022, 0.066, 0.104, 0.140, 0.153, 0.089, 0.127, 0.094, 0.090, 0.096, 0.104, 0.121, 0.106, 0.092, 0.084, 0.107, 0.107, 0.106, 0.076, 0.106, 0.102, 0.106, 0.122, 0.097, 0.121, 0.064, 0.061, 0.108, 0.079, 0.152, 0.102, 0.120, 0.075, 0.092, 0.079, 0.121],
  "lumo_energy_ha": [-0.2791, -0.2762],
  "total_energy_ev": -114698.533,
  "homo_lumo_gap_ev": [6.2932, 6.3774],
  "total_charge": 2
}